N4O12Pb as an isolated structure in a non-equilibrium geometry, computed with ωB97M-V with the def2-TZVPD basis set.

The value obtained for the HOMO energy (spin up / spin down) is 2.86 / 0.75 eV. The electronic energy comes out at -1314.09170 a.u. As for the net charge: -3. As for the spin multiplicity: 2. Its max |F| is 13.42 eV/Å. The calculation puts the HOMO-LUMO gap (spin up / spin down) at 4.85 / 6.92 eV.

Last column: Löwdin spin population.
Positions of all 17 atoms, in Å:
Pb1 -11.7916 -18.8213 -3.6132  0.741
N1 -8.9618 -20.8008 -3.9212  0.005
O1 -9.0482 -21.6709 -4.8625  0.005
O2 -8.0952 -20.8524 -3.1103  0.006
O3 -9.8913 -20.3841 -3.4259  0.076
N2 -15.0897 -17.4647 -2.3708  0.003
O4 -15.5382 -17.0020 -3.4085  0.001
O5 -15.8626 -17.4761 -1.4468  0.000
O6 -13.9948 -18.0056 -2.3535  0.062
N3 -14.1458 -21.3021 -5.2279  0.002
O7 -15.0516 -21.5512 -4.4778  0.003
O8 -14.1623 -22.2402 -5.9298  0.002
O9 -13.1706 -20.6655 -4.9382  0.045
N4 -12.2721 -14.9829 -3.8898  0.001
O10 -12.4987 -16.1699 -3.9126  0.044
O11 -12.3539 -14.3863 -2.8575  0.002
O12 -11.9250 -14.4099 -4.9808  0.002

C30H47AuClP2 as an isolated structure in a non-equilibrium geometry, computed with ωB97M-V with the def2-TZVPD basis set.

The value obtained for the HOMO energy (spin up / spin down) is -9.12 / -9.91 eV. The electronic energy comes out at -2449.56042 a.u. As for the net charge: +1. As for the spin multiplicity: 3. Its max |F| is 3.59 eV/Å. The energy above the lowest of the compared OMol25 structures with the same formula, charge and spin is 0.000 eV. The calculation puts the HOMO-LUMO gap (spin up / spin down) at 7.19 / 6.31 eV.

Last column: Löwdin spin population.
Positions of all 81 atoms, in Å:
Au1 -1.4295 -0.7580 0.0940  0.228
C1 -2.8695 -2.3368 1.2339  0.134
C2 -3.5418 -1.4997 0.2509  -0.004
C3 -2.5236 -3.2860 -0.8521  0.070
C4 -2.2816 -3.4444 0.5423  0.106
C5 -3.2755 -2.0880 -1.0496  0.185
C6 -2.9059 -2.1489 2.7119  0.012
H1 -3.0128 -1.0892 2.9704  0.001
H2 -1.9757 -2.5140 3.1652  0.001
H3 -3.7309 -2.6948 3.1927  0.006
C7 -1.4478 -4.4920 1.1765  0.017
H4 -1.2559 -4.2585 2.2339  0.000
H5 -0.4608 -4.5996 0.6946  0.006
H6 -1.9569 -5.4656 1.1326  0.005
C8 -2.0026 -4.1408 -1.9447  0.009
H7 -2.6548 -5.0110 -2.1047  0.003
H8 -0.9857 -4.5083 -1.7383  0.004
H9 -1.9479 -3.5896 -2.8957  0.000
C9 -3.7323 -1.5457 -2.3541  0.022
H10 -4.6794 -2.0067 -2.6730  0.010
H11 -2.9965 -1.7398 -3.1479  0.002
H12 -3.8877 -0.4585 -2.3065  0.002
C10 -4.3810 -0.2952 0.5214  -0.005
H13 -5.4586 -0.5016 0.5864  -0.001
H14 -4.2384 0.4463 -0.2775  -0.001
H15 -4.0743 0.1772 1.4643  0.000
C11 2.5418 4.2247 2.1290  0.000
C12 1.3466 4.4451 2.7069  0.000
C13 0.4462 5.6190 2.4810  0.000
C14 0.6055 6.3589 1.1342  0.000
C15 0.4415 5.5018 -0.0881  0.000
C16 1.3734 4.7695 -0.7137  0.000
C17 2.8339 4.6979 -0.3768  0.000
C18 3.2188 5.0506 1.0765  0.000
H16 0.5949 6.3579 3.2902  0.000
H17 1.5490 6.9181 1.1415  0.000
H18 -0.6019 5.2909 2.5797  0.000
H19 3.0947 6.1297 1.2285  0.000
H20 3.1431 3.3828 2.4950  0.000
H21 1.0408 3.7792 3.5290  0.000
H22 4.3014 4.8623 1.1682  0.000
H23 3.2053 3.6851 -0.6054  0.000
H24 1.0949 4.2637 -1.6545  0.000
H25 3.3992 5.3714 -1.0470  0.000
H26 -0.1901 7.1213 1.1008  0.000
H27 -0.5640 5.5480 -0.5320  0.000
P1 0.3049 0.3939 1.2984  0.061
C19 1.4748 -0.4697 2.3744  0.015
C20 -0.7515 1.5294 2.2288  0.007
P2 -0.2163 0.6355 -1.4780  0.073
C21 1.0113 1.1906 -0.2023  0.011
C22 -1.4523 1.9250 -1.7343  0.005
C23 0.5124 0.1970 -3.0700  0.036
H28 1.9056 -1.3561 1.8687  0.000
H29 0.9447 -0.8136 3.2844  0.000
H30 2.2919 0.2050 2.6754  0.004
H31 -0.2515 2.4704 2.4746  0.002
H32 -1.0648 1.0154 3.1569  0.000
H33 -1.6661 1.7297 1.6419  0.000
H34 1.0940 1.0584 -3.4312  0.006
H35 -0.2941 -0.0188 -3.7944  0.000
H36 1.1692 -0.6831 -2.9869  0.009
H37 2.0019 0.7656 -0.4440  0.000
H38 1.0482 2.2860 -0.1347  0.001
H39 -2.0558 1.6387 -2.6138  0.000
H40 -0.9597 2.8856 -1.8983  0.002
H41 -2.1251 1.9790 -0.8638  0.000
Cl1 3.8830 -1.5393 -1.6265  0.021
C24 3.4421 -3.2099 -1.5870  0.045
C25 4.3720 -4.1947 -1.8829  -0.004
C26 3.9992 -5.5396 -1.7820  0.028
C27 2.7150 -5.9008 -1.3859  -0.001
C28 1.7623 -4.9319 -1.1206  0.050
C29 2.0672 -3.5303 -1.2526  0.093
C30 1.0741 -2.5436 -1.0830  0.653
H42 5.3780 -3.9195 -2.1875  0.000
H43 4.7123 -6.3194 -2.0147  0.002
H44 2.4209 -6.9404 -1.2765  0.000
H45 0.7514 -5.2168 -0.8005  0.003
H46 1.0947 -1.8643 -0.2289  0.034
H47 0.2381 -2.4424 -1.7934  0.028

A 2-piece molecular cluster, H5NS overall, computed with ωB97M-V with the def2-TZVPD basis set.

The value obtained for the HOMO energy is -6.17 eV. The electronic energy comes out at -455.84024 a.u. As for the spin multiplicity: 1. Its max |F| is 1.00 eV/Å. The energy above the lowest of the compared OMol25 structures with the same formula, charge and spin is 2.400 eV. The calculation puts the HOMO-LUMO gap at 5.11 eV.

Last column: Mulliken charge in e.
Positions of all 7 atoms, in Å:
S1 -0.6578 -1.8926 -1.9339  -0.799
H1 -0.0241 -1.5075 -3.0538  -0.014
N1 0.1399 0.6889 1.0110  -0.638
H2 0.1907 -0.2475 1.4022  0.393
H3 -0.7024 1.1153 1.3849  0.367
H4 0.8916 1.3501 1.1995  0.386
H5 0.1620 0.4932 -0.0098  0.305

A 6-piece molecular cluster, H11O5S overall in a non-equilibrium geometry, computed with ωB97M-V with the def2-TZVPD basis set.

The value obtained for the HOMO energy is -3.97 eV. The electronic energy comes out at -781.04351 a.u. As for the net charge: -1. As for the spin multiplicity: 1. Its max |F| is 1.41 eV/Å. The energy above the lowest of the compared OMol25 structures with the same formula, charge and spin is 1.196 eV. The calculation puts the HOMO-LUMO gap at 7.49 eV.

Last column: Mulliken charge in e.
Positions of all 17 atoms, in Å:
S1 1.2811 1.0718 -1.6952  -0.742
H1 1.0717 2.4002 -1.5148  -0.019
H2 -0.9099 2.8449 1.6367  0.309
H3 -0.7697 2.5890 0.2592  0.331
O1 -0.9804 3.3388 0.8282  -0.650
H4 -0.9917 -0.4100 0.4009  0.453
H5 -0.0609 -0.9359 1.3154  0.283
O2 -0.9554 -0.5671 1.3664  -0.591
H6 -0.8057 0.5177 -1.4744  0.145
H7 -1.9896 0.0522 -2.2546  0.258
O3 -1.5648 -0.1293 -1.4163  -0.744
H8 1.4155 -0.7976 2.5844  0.316
H9 2.1944 -2.0740 2.2304  0.324
O4 1.5724 -1.7008 2.8550  -0.671
H10 -0.2405 -1.8804 -1.6508  0.353
H11 1.2037 -1.8438 -1.8850  0.305
O5 0.5297 -2.4758 -1.5857  -0.659

A 2-piece molecular cluster, C4H10N2O2 overall in a non-equilibrium geometry, computed with ωB97M-V with the def2-TZVPD basis set.

The value obtained for the HOMO energy is -9.56 eV. Its SMILES is [H]/N=C(/C)C(N)=O.CO. The electronic energy comes out at -418.39313 a.u. As for the spin multiplicity: 1. Its max |F| is 1.36 eV/Å. The energy above the lowest of the compared OMol25 structures with the same formula, charge and spin is 1.846 eV. The calculation puts the HOMO-LUMO gap at 10.40 eV.

Last column: Mulliken charge in e.
Positions of all 18 atoms, in Å:
H1 1.3180 1.1735 -0.2739  0.287
N1 1.0360 0.7614 -1.1631  -0.689
C1 -0.1439 0.3191 -1.1871  0.902
C2 -0.6518 -0.3639 -2.4138  -1.224
C3 -1.1969 0.5516 -0.0540  0.285
N2 -1.2238 1.8038 0.4482  -0.342
O1 -1.9799 -0.3163 0.2717  -0.638
H2 -1.0044 -1.3583 -2.1423  0.291
H3 -1.4956 0.1883 -2.8265  0.311
H4 0.1324 -0.4434 -3.1611  0.338
H5 -1.8677 2.0137 1.1945  0.257
H6 -0.5111 2.4812 0.2406  0.210
C4 1.6075 -1.2497 1.9227  -0.616
O2 0.5787 -0.2851 1.8615  -0.451
H7 1.3352 -2.0694 2.5957  0.277
H8 2.5124 -0.7442 2.2576  0.227
H9 1.7620 -1.6991 0.9360  0.268
H10 -0.2070 -0.7633 1.4933  0.306

C28H36Cl5N4O5P2S3W as an isolated structure, computed with ωB97M-V with the def2-TZVPD basis set.

The value obtained for the HOMO energy (spin up / spin down) is -6.62 / -6.86 eV. The electronic energy comes out at -5929.15146 a.u. As for the spin multiplicity: 2. Its max |F| is 0.98 eV/Å. The energy above the lowest of the compared OMol25 structures with the same formula, charge and spin is 1.632 eV. The calculation puts the HOMO-LUMO gap (spin up / spin down) at 6.41 / 6.65 eV.

Last column: Löwdin spin population.
Positions of all 84 atoms, in Å:
W1 0.3687 -0.0665 0.4450  0.779
O1 -1.2086 1.2867 0.0520  0.020
N1 -1.0051 2.4073 -0.6417  0.017
C1 -2.0987 3.1861 -0.8287  -0.002
C2 -2.0039 4.3502 -1.5344  0.014
C3 -0.7526 4.7162 -2.0565  0.000
C4 0.3317 3.9046 -1.8596  0.008
C5 0.2177 2.7059 -1.1317  0.009
S1 1.5155 1.6285 -0.8286  0.034
H1 -2.9983 2.7909 -0.3856  0.000
H2 -2.8865 4.9564 -1.6678  0.001
H3 -0.6437 5.6403 -2.6062  0.000
H4 1.3078 4.1601 -2.2447  0.000
Cl1 1.5672 3.4083 1.8353  0.000
C6 0.7454 2.2582 2.8578  0.001
C7 0.3641 1.0123 2.3648  0.010
C8 -0.3018 0.2426 3.3029  0.005
Cl2 -0.8485 -1.2700 2.6387  0.022
C9 -0.5635 0.5602 4.6236  0.000
Cl3 -1.3866 -0.5385 5.6578  0.001
C10 -0.1437 1.8098 5.0735  -0.001
Cl4 -0.4502 2.2880 6.6969  0.000
C11 0.4993 2.6618 4.1766  0.000
Cl5 0.9883 4.2199 4.7348  0.000
C12 3.9731 -0.2308 -0.0756  -0.002
P1 2.6454 -0.5369 1.1511  0.025
C13 3.3473 0.3146 2.5994  0.001
C14 2.9451 -2.2932 1.5590  0.010
C15 2.4712 -3.1200 0.3638  0.002
P2 0.7416 -2.6244 0.0190  -0.002
C16 0.4177 -3.3904 -1.5961  -0.001
C17 -0.1600 -3.8025 1.0801  -0.002
H5 4.9150 -0.6931 0.2253  0.000
H6 4.1297 0.8446 -0.1647  0.000
H7 3.6765 -0.6039 -1.0595  0.000
H8 4.3836 0.0150 2.7653  0.000
H9 2.7619 0.0847 3.4896  0.000
H10 3.3074 1.3917 2.4383  0.000
H11 2.3535 -2.5298 2.4502  0.000
H12 3.9995 -2.4505 1.8029  0.001
H13 2.5284 -4.1969 0.5469  0.000
H14 3.0836 -2.9103 -0.5177  0.000
H15 0.6843 -4.4482 -1.5069  0.000
H16 1.0008 -2.9259 -2.3876  0.000
H17 -0.6384 -3.2889 -1.8403  0.000
H18 0.1615 -4.8059 0.7927  0.000
H19 -1.2321 -3.7074 0.9084  0.000
H20 0.0676 -3.6717 2.1330  0.000
C18 -1.1458 -4.4875 -4.8162  0.000
C19 -2.3334 -3.7807 -4.2259  0.000
C20 -2.5419 -2.4302 -4.4495  0.000
C21 -3.6292 -1.7683 -3.8930  0.000
C22 -4.5272 -2.4745 -3.1151  0.000
C23 -4.3447 -3.8351 -2.8890  0.000
C24 -3.2516 -4.4739 -3.4362  0.000
S2 -5.8932 -1.6386 -2.3635  0.000
O2 -6.9640 -2.5873 -2.2861  0.000
O3 -6.0400 -0.3653 -3.0144  0.000
N2 -5.4376 -1.3299 -0.8405  0.000
C25 -4.5607 -0.2048 -0.5312  0.000
C26 -3.5942 -0.6084 0.5816  0.000
C27 -2.7171 -1.7551 0.1037  0.004
O4 -3.2063 -2.8896 0.0689  0.006
O5 -1.5214 -1.4993 -0.2483  0.036
H21 -0.5275 -3.7994 -5.3926  0.000
H22 -1.4539 -5.2981 -5.4783  0.000
H23 -0.5225 -4.9268 -4.0348  0.000
H24 -1.8374 -1.8787 -5.0570  0.000
H25 -3.7837 -0.7156 -4.0674  0.000
H26 -5.0550 -4.3782 -2.2858  0.000
H27 -3.1056 -5.5307 -3.2494  0.000
H28 -5.1469 -2.1762 -0.3599  0.000
H29 -5.1776 0.6354 -0.1993  0.000
H30 -4.0100 0.1220 -1.4198  0.000
H31 -4.1524 -0.9406 1.4604  0.000
H32 -2.9970 0.2657 0.8575  0.000
N3 0.3590 1.2864 -4.4880  0.003
C28 0.6967 0.2675 -3.6567  0.002
N4 1.9866 -0.1409 -3.7172  0.003
S3 -0.4240 -0.4269 -2.6308  0.002
H33 1.0583 1.8439 -4.9482  0.000
H34 -0.5396 1.7075 -4.3306  0.000
H35 2.5874 0.1229 -4.4795  0.000
H36 2.2183 -0.9845 -3.2226  0.000

C13H19AlF3O10S as an isolated structure in a non-equilibrium geometry, computed with ωB97M-V with the def2-TZVPD basis set.

The value obtained for the HOMO energy (spin up / spin down) is -8.36 / -8.36 eV. The electronic energy comes out at -2199.26415 a.u. As for the spin multiplicity: 2. Its max |F| is 4.72 eV/Å. The calculation puts the HOMO-LUMO gap (spin up / spin down) at 8.32 / 5.77 eV.

Last column: Löwdin spin population.
Positions of all 47 atoms, in Å:
Al1 2.0796 0.1741 -1.2467  0.042
C1 -2.2616 -2.1996 -3.0067  0.000
F1 -3.5641 -2.1614 -3.1149  0.000
F2 -1.9609 -2.5528 -1.7256  0.000
F3 -1.8509 -3.1350 -3.7460  0.000
S1 -1.4575 -0.5305 -3.3855  0.000
O1 -2.2244 0.5415 -2.7683  0.000
O2 -0.1401 -0.6085 -2.7457  0.004
O3 -1.4083 -0.3754 -4.8140  0.000
O4 3.7157 0.1747 -3.5150  0.913
H1 4.0220 -0.5362 -4.1112  0.017
O5 2.2556 0.3720 1.6584  0.010
C2 2.4756 -0.3552 2.6514  0.001
O6 1.5900 -0.4589 3.5866  0.000
C3 1.9873 -1.2844 4.6385  0.000
C4 3.0274 -2.2284 4.0519  0.000
C5 3.5872 -1.3986 2.9078  0.000
H2 1.2182 -1.8530 5.1614  0.000
H3 2.3633 -0.6212 5.4176  0.000
H4 2.5941 -3.1848 3.7592  0.000
H5 3.8263 -2.2784 4.7916  0.000
H6 3.9445 -2.0141 2.0823  0.000
H7 4.4484 -0.8229 3.2469  0.000
O7 1.0120 2.4500 -2.7763  0.005
C6 0.1988 3.3660 -2.8905  0.000
O8 0.5544 4.6315 -3.2873  0.000
C7 -0.3599 5.6716 -3.1879  0.000
C8 -1.4263 4.8926 -2.3585  0.000
C9 -1.2070 3.3984 -2.7043  0.000
H8 -0.7285 5.8899 -4.1901  0.000
H9 0.1510 6.4971 -2.6922  0.000
H10 -2.3676 5.2978 -2.7299  0.000
H11 -1.4225 5.1099 -1.2904  0.000
H12 -1.6576 3.2126 -3.6793  0.000
H13 -1.6557 2.7454 -1.9557  0.000
O9 -0.2393 -0.5809 0.3612  0.007
C10 -0.9928 -1.1831 1.1374  0.000
O10 -1.8345 -0.6193 2.0435  0.000
C11 -2.6350 -1.6772 2.6585  0.000
C12 -1.6391 -2.9097 2.6567  0.000
C13 -1.0056 -2.7506 1.2916  0.000
H14 -3.6073 -1.7451 2.1705  0.000
H15 -2.8020 -1.3830 3.6947  0.000
H16 -2.0853 -3.8981 2.7669  0.000
H17 -0.9631 -2.8142 3.5064  0.000
H18 -1.6009 -3.2711 0.5414  0.000
H19 0.0462 -2.9933 1.1399  0.000

CO5S2 as an isolated structure in a non-equilibrium geometry, computed with ωB97M-V with the def2-TZVPD basis set.

The value obtained for the HOMO energy (spin up / spin down) is -9.63 / -9.63 eV. The electronic energy comes out at -1210.48619 a.u. As for the spin multiplicity: 1. Its max |F| is 2.26 eV/Å. The energy above the lowest of the compared OMol25 structures with the same formula, charge and spin is 3.537 eV. The calculation puts the HOMO-LUMO gap (spin up / spin down) at 7.65 / 7.65 eV.

Last column: Mulliken charge in e.
Positions of all 8 atoms, in Å:
C1 -0.5669 1.0053 -1.6811  -0.024
O1 -0.6378 -0.1396 -2.0856  -0.225
O2 -1.2973 -1.6255 0.1362  -0.351
O3 -0.2223 0.9360 -0.2247  -0.269
O4 1.5715 1.2933 1.8885  -0.406
O5 0.8606 -0.8999 0.9681  -0.321
S1 -0.1124 -1.1704 -0.4539  0.774
S2 0.4045 0.6008 1.4523  0.822